{
  "formula": "C16H43Fe2O15",
  "method": "ωB97M-V/def2-TZVPD",
  "max_force_ha_per_bohr": 0.0686,
  "e_tot_ha": -4291.05749,
  "homo_lumo_gap_ev": [6.44, 3.50],
  "s2": 20.178,
  "spin_multiplicity": 9,
  "total_charge": 1,
  "symbols": ["Fe", "Fe", "C", "C", "O", "H", "H", "H", "H", "H", "C", "C", "C", "O", "C", "C", "C", "O", "O", "O", "H", "H", "C", "C", "O", "H", "H", "H", "H", "H", "H", "C", "C", "O", "H", "H", "H", "H", "H", "H", "C", "C", "O", "H", "H", "H", "H", "H", "H", "C", "C", "O", "H", "H", "H", "H", "H", "H", "O", "H", "H", "O", "H", "H", "O", "H", "H", "O", "H", "H", "O", "H", "H", "O", "H", "H"],
  "coordinates": [[-1.1718, -3.2111, -0.3801], [4.4983, 3.1185, 1.4145], [-5.5139, -3.1389, -1.4949], [-4.3325, -3.4602, -0.5995], [-3.0604, -3.2356, -1.1653], [-5.4180, -3.5181, -2.5150], [-5.6045, -2.0626, -1.6799], [-6.4683, -3.4625, -1.0831], [-4.4210, -4.5200, -0.3300], [-4.4821, -2.9286, 0.3492], [1.9932, -0.5507, 0.9714], [2.0075, 0.8360, 0.9877], [0.9779, 1.6489, 0.2829], [1.0584, 2.8969, 0.0987], [-0.0848, 1.0361, -0.3294], [-0.3047, -0.3825, -0.2396], [0.8398, -1.2523, 0.4849], [0.6063, -2.4651, 0.5389], [-1.2087, -0.9674, -0.8149], [3.0385, 1.3841, 1.4622], [2.7251, -1.0900, 1.5548], [-0.9469, 1.5184, -0.7810], [-2.3732, 6.2793, -0.2108], [-0.8923, 6.4762, -0.0496], [-0.1885, 5.7688, -1.0921], [-2.6644, 5.9809, -1.2161], [-2.9709, 7.1461, 0.0742], [-2.6671, 5.4569, 0.4477], [-0.5970, 6.1623, 0.9570], [-0.5518, 7.5096, -0.1297], [-0.0205, 4.8896, -0.7385], [1.9507, -3.1602, -2.4583], [0.6274, -2.5750, -3.0086], [-0.4324, -3.3411, -2.4340], [1.9621, -4.2492, -2.5120], [2.1495, -2.9132, -1.4153], [2.8225, -2.8239, -3.0192], [0.7183, -2.6798, -4.0904], [0.4711, -1.5187, -2.7792], [-1.2316, -3.1657, -2.9580], [-2.2387, 3.1900, 2.5022], [-1.6499, 1.8495, 2.9499], [-2.1251, 0.8220, 2.0587], [-1.5263, 4.0130, 2.5551], [-3.1989, 3.4071, 2.9685], [-2.5542, 3.1047, 1.4580], [-2.0589, 1.5626, 3.9182], [-0.5683, 1.6840, 2.9167], [-1.5881, 0.8254, 1.2632], [6.5727, -2.6963, 2.8889], [5.6288, -2.3635, 1.7240], [5.0267, -3.5549, 1.2452], [6.0385, -3.1758, 3.7070], [7.0623, -1.8125, 3.3007], [7.3089, -3.3619, 2.4426], [6.1273, -1.9672, 0.8337], [4.9109, -1.5560, 1.9198], [4.1730, -3.7045, 1.6812], [0.8378, 1.8662, -3.5126], [0.9820, 1.9281, -2.5662], [-0.0884, 1.5558, -3.6101], [-1.8846, -2.8316, 1.7144], [-2.3365, -3.6762, 1.8541], [-2.3828, -2.1988, 2.2502], [-1.6378, 0.7183, -3.5889], [-2.5497, 0.9377, -3.3412], [-1.7150, 0.3153, -4.4619], [2.3746, -3.9606, 2.2536], [1.8761, -3.4649, 1.5847], [2.3586, -4.8751, 1.9458], [3.0181, 4.3379, 0.8293], [2.1697, 3.9909, 0.4844], [2.9420, 5.2991, 0.7813], [-3.6166, -0.2403, -1.7736], [-2.6672, -0.2301, -1.5950], [-3.8603, -1.1732, -1.6815]],
  "forces_ev_per_a": [[-2.3, 1.2, -1.0], [-0.6, -0.6, 0.0], [0.2, 1.0, -0.9], [0.0, -1.0, 0.4], [1.6, 0.1, 0.6], [0.1, -0.5, 0.2], [-0.1, 0.1, 0.3], [0.1, -0.1, 0.2], [0.0, -0.1, 0.0], [0.2, 0.3, 0.0], [-2.6, -1.8, -0.1], [3.1, 0.7, 0.5], [0.5, 3.4, -0.5], [0.1, -1.7, 0.7], [-2.7, -2.2, -0.4], [2.4, -1.1, 0.1], [-0.7, 1.9, -0.4], [0.1, -0.6, -0.3], [0.5, -0.2, 0.8], [-0.9, 0.7, -0.3], [0.3, 0.0, -0.3], [0.5, 0.7, -0.2], [-0.8, -0.3, 0.5], [0.5, 0.4, -0.6], [0.3, -0.2, 0.9], [0.3, 0.2, -0.1], [0.1, 0.0, 0.0], [-0.2, 0.0, -0.1], [0.2, -0.2, -0.1], [-0.3, 0.1, -0.2], [0.0, -0.2, -0.3], [-0.1, 0.4, 0.2], [1.9, -0.4, 0.4], [-0.6, -0.1, -0.4], [-0.3, 0.0, -0.2], [-0.2, 0.1, 0.0], [-0.2, 0.2, -0.1], [-0.7, -0.1, 0.0], [0.2, 0.0, 0.0], [-0.1, -0.2, 0.4], [0.2, -0.1, -0.6], [-0.7, -0.7, -0.8], [-0.5, -0.8, 0.1], [-0.2, 0.1, 0.3], [0.3, 0.2, 0.6], [0.4, -0.1, -0.1], [0.4, 0.1, 0.1], [0.1, 1.0, 0.5], [-0.2, 0.3, 0.1], [-0.3, 0.6, -0.8], [0.1, 0.0, -0.4], [-0.5, 0.1, -0.1], [0.0, -0.2, -0.1], [0.1, 0.0, -0.1], [0.2, -0.1, 0.5], [0.6, 0.0, 0.3], [-0.3, -0.3, 0.5], [0.2, 0.1, 0.1], [-0.2, -0.3, -0.1], [0.0, 0.2, 0.0], [0.4, 0.3, 0.2], [-0.1, -0.7, 0.1], [-0.1, 0.2, 0.3], [0.1, 0.3, -0.3], [-0.2, 0.0, -0.2], [0.0, -0.2, 0.0], [0.0, 0.0, 0.0], [0.0, 0.0, -0.2], [-0.1, -0.2, 0.1], [0.0, 0.0, 0.1], [0.2, 1.2, 0.1], [0.1, -0.7, 0.1], [0.3, 0.0, 0.0], [-0.2, 0.4, -0.1], [-0.4, -0.3, 0.0], [0.3, 0.1, 0.0]]
}